{
  "formula": "C13H6F3N4O9S",
  "method": "wB97M-V/def2-TZVPD",
  "e_tot_ev": -56943.964,
  "total_charge": -1,
  "de_lowest_ev": 0.744,
  "lumo_ev": -1.09,
  "homo_energy_ha": -0.1394,
  "elements": ["F", "O", "N", "C", "N", "C", "F", "O", "N", "O", "C", "O", "N", "C", "O", "H", "O", "H", "O", "C", "C", "C", "C", "C", "H", "O", "H", "S", "H", "C", "F", "H", "O", "C", "C", "C"],
  "positions_angstrom": [[-0.14986, -2.53759, 2.68312], [-1.12999, 0.02585, 1.69200], [1.42438, -3.26574, -1.99778], [2.66370, 4.68706, 1.56941], [-0.07170, -3.50380, -3.74499], [0.17690, -2.82793, -1.56949], [-1.95485, -3.65785, 2.09138], [2.14986, 1.62919, 3.46122], [-3.11337, -2.74352, -3.46878], [-4.24903, -2.28996, -3.18259], [2.74857, 3.78750, 2.59310], [-3.42744, -0.98255, 1.42129], [1.81747, 5.32032, -0.64632], [1.87098, 4.40040, 0.42963], [2.41039, 6.41821, -0.53468], [-3.45573, -1.63238, -1.09194], [-2.87360, -3.31172, -4.55239], [3.37380, 4.00416, 3.45638], [2.52068, -3.34622, -1.47311], [-0.70992, -3.00301, -2.64685], [-1.49605, -2.46995, 2.55278], [-0.17220, -2.23325, -0.35440], [-2.08065, -2.57828, -2.46757], [-1.49092, -1.77919, -0.21710], [0.59743, 1.38351, 1.33366], [1.23581, -3.66195, -3.35288], [3.20321, 5.63208, 1.60062], [-1.99072, -1.08526, 1.36827], [0.53226, 2.99438, -0.52496], [2.03844, 2.49305, 2.57012], [-2.04069, -2.21411, 3.75243], [0.56792, -2.17883, 0.43784], [1.17874, 5.00274, -1.67674], [1.18899, 2.29371, 1.38177], [-2.43117, -1.95999, -1.24923], [1.13837, 3.19091, 0.35678]],
  "atomic_forces_ev_per_a": [[-1.244, 0.000, -0.157], [-0.862, -1.212, -0.284], [-0.659, 0.215, -0.081], [-0.219, -0.138, -0.209], [-0.815, 0.732, 1.961], [1.138, -0.303, -0.497], [0.349, 0.800, 0.369], [-0.005, 0.251, -0.099], [-2.344, -0.046, -1.668], [2.204, -0.831, -0.417], [-0.226, -0.495, 0.048], [0.851, -0.350, -0.214], [-0.011, 0.191, -0.213], [0.038, 0.154, -0.165], [-0.590, -0.941, -0.323], [0.166, -0.099, -0.133], [0.228, 1.012, 2.364], [-0.108, -0.102, -0.071], [-1.308, 0.060, -0.699], [0.252, -0.552, -2.296], [0.173, -0.261, 0.427], [-0.815, 0.400, 0.533], [0.267, 0.739, 1.774], [1.618, -0.794, 0.321], [0.243, 0.181, 0.082], [-0.009, 0.265, 1.255], [-0.125, -0.232, -0.021], [0.362, 1.002, 0.176], [0.116, 0.119, 0.176], [-0.050, 0.386, -0.536], [0.404, -0.236, -0.956], [-0.108, 0.249, -0.040], [0.607, 0.524, 0.815], [0.315, -0.046, 0.377], [0.007, -0.851, -1.694], [0.155, 0.208, 0.097]],
  "nbo_charge": [-0.3046, -0.8501, 0.4150, -0.1674, -0.0696, 0.0267, -0.3174, -0.6964, 0.4981, -0.3811, -0.3502, -0.8868, 0.5086, -0.1061, -0.4811, 0.2893, -0.3382, 0.1994, -0.3222, 0.0962, 0.7450, -0.0905, 0.0125, -0.3677, 0.2075, -0.1313, 0.2261, 2.0806, 0.2218, 0.4442, -0.2928, 0.2779, -0.4840, -0.3519, -0.0892, -0.1705]
}